Here is a molecular structure, C25H33HgN2P at a distorted geometry from the Open Molecules 2025 dataset. Energies are from wB97M-V/def2-TZVPD.

- orbital gap (eV) = 4.5
- lowest unoccupied orbital energy (eV) = -0.96
- molecular weight (g/mol) = 593.1
- spin multiplicity = 1

Geometry (Å):
C1 -2.0173 0.6046 -3.6838
C2 -1.5936 -0.4377 -2.8664
C3 -0.8251 -0.1906 -1.7169
C4 -0.5175 1.1276 -1.3650
C5 -0.8423 2.1604 -2.2549
C6 -1.6693 1.9167 -3.3621
C7 -0.3581 -1.3798 -0.9208
C8 0.1682 -2.5395 -1.8160
N1 1.5348 -2.3971 -2.2420
Hg1 0.3519 1.6016 0.5197
C9 -0.2490 3.5467 -2.0833
P1 1.3062 3.4069 -1.1205
H1 -1.8625 -1.4656 -3.1188
H2 -1.9574 2.7571 -4.0046
H3 -2.6244 0.3846 -4.5657
H4 -0.9143 4.2327 -1.5289
H5 -0.0081 4.0159 -3.0488
H6 0.4323 -1.1097 -0.1969
H7 -1.1756 -1.7676 -0.2864
H8 0.0955 -3.4732 -1.2275
C10 1.8617 5.0867 -0.7505
C11 2.4758 2.6844 -2.3079
H9 -0.4322 -2.6724 -2.7265
C12 1.8674 -1.6266 -3.4076
C13 2.5770 -2.6218 -1.2766
H10 0.7437 1.9846 2.3062
H11 2.5847 -2.1799 -4.0422
H12 0.9632 -1.4065 -3.9984
H13 2.3640 -0.6740 -3.1335
H14 3.1291 -3.5500 -1.5072
H15 3.2998 -1.7874 -1.2814
H16 2.1377 -2.7280 -0.2720
H17 2.7427 3.4287 -3.0721
H18 3.3753 2.3854 -1.7502
H19 2.0507 1.7930 -2.7894
H20 1.9837 5.6754 -1.6722
H21 1.1416 5.5807 -0.0825
H22 2.8272 5.0175 -0.2286
H23 1.1831 1.3379 2.1806
C14 -3.0171 2.1606 3.7513
C15 -3.2497 1.8707 2.3969
C16 -2.7306 0.7186 1.8357
C17 -1.9479 -0.1918 2.6217
C18 -1.7787 0.0915 4.0095
C19 -2.2971 1.2634 4.5490
N2 -1.3973 -1.2438 1.9833
C20 -0.6233 -2.2396 2.5126
C21 0.5989 -1.9998 3.1994
C22 1.4252 -3.0658 3.5477
C23 1.0270 -4.3847 3.2839
C24 -0.1910 -4.6397 2.6395
C25 -0.9917 -3.5870 2.2335
H24 -3.4039 3.0837 4.1867
H25 -3.8242 2.5583 1.7747
H26 -2.8787 0.4744 0.7796
H27 -1.2143 -0.6143 4.6231
H28 -2.1358 1.4780 5.6082
H29 0.8859 -0.9665 3.4146
H30 2.3850 -2.8679 4.0284
H31 1.6654 -5.2215 3.5733
H32 -0.5197 -5.6616 2.4410
H33 -1.9370 -3.7365 1.7078

Atom charges from the Mulliken analysis, given in e for atoms 1 to 4: -0.807 -0.731 1.581 -0.694